No. 1
# C40H57BInN3O3P2S2

A molecular structure, C40H57BInN3O3P2S2 (ωB97M-V with the def2-TZVPD basis set, OMol25).

XYZ file:
```
109
C40H57BInN3O3P2S2 | OMol25 | ωB97M-V with the def2-TZVPD basis set
In 0.21712 0.48097 -0.53747
C 4.69167 2.49485 3.14200
C 4.09759 1.86286 1.88156
C 4.92686 2.25082 0.64764
C 4.14020 0.32873 2.02441
P 2.30321 2.25052 1.47858
C 1.49226 1.66304 3.04347
N 0.29145 0.87889 2.79898
B -0.29099 0.33485 1.60746
N -1.44994 -0.40691 2.02987
C -2.37630 -1.20483 1.22901
P -2.72759 -0.47673 -0.44886
C -3.98603 0.88721 -0.13495
C -5.39693 0.42686 0.22370
C -4.02734 1.75287 -1.40445
C -3.44753 1.75937 1.00700
C -3.53081 -1.95582 -1.29225
C -2.39261 -2.95529 -1.55830
C -4.05493 -1.46758 -2.64951
C -4.63720 -2.68591 -0.52028
C -1.59548 -0.25312 3.40863
C -2.54246 -0.75505 4.28837
C -2.41914 -0.44980 5.64223
C -1.36258 0.32582 6.10858
C -0.39730 0.81743 5.23016
C -0.52575 0.52424 3.88199
C 1.90887 4.08722 1.58126
C 2.46309 4.86375 2.77497
C 2.38833 4.74363 0.27781
C 0.36983 4.14301 1.61219
H 5.59233 1.94236 3.43416
H 4.00074 2.46274 3.98897
H 4.98247 3.53134 2.97624
H 5.95069 1.87298 0.75162
H 4.98578 3.33452 0.52224
H 4.49230 1.82339 -0.26206
H 5.16696 -0.02038 1.86726
H 3.49863 -0.16680 1.29241
H 3.83445 -0.00135 3.02022
H 1.23782 2.51736 3.66793
H 2.20151 1.05963 3.61046
H -3.27926 -1.38561 1.81085
H -1.91974 -2.17016 1.00282
H -5.90833 -0.01861 -0.63048
H -5.98266 1.29786 0.53941
H -5.39969 -0.28976 1.04945
H -4.45262 1.21662 -2.25595
H -3.02709 2.08844 -1.68572
H -4.64860 2.63756 -1.22235
H -3.50911 1.25928 1.97578
H -4.05548 2.66877 1.06502
H -2.40917 2.06101 0.83824
H -1.50294 -2.47078 -1.96265
H -2.73753 -3.69637 -2.28735
H -2.09536 -3.48924 -0.65317
H -3.27782 -0.92643 -3.19889
H -4.92029 -0.81024 -2.54232
H -4.36026 -2.32641 -3.25694
H -4.36456 -2.85335 0.52545
H -4.79739 -3.67036 -0.97585
H -5.58655 -2.15587 -0.54782
H -3.35992 -1.37744 3.94303
H -3.15086 -0.83229 6.34292
H -1.28282 0.54486 7.16579
H 0.43163 1.40945 5.59824
H 3.52689 5.07194 2.65944
H 2.31786 4.34200 3.72580
H 1.94444 5.82708 2.84504
H 3.47746 4.75410 0.21003
H 2.04320 5.78310 0.24199
H 1.99329 4.22572 -0.59914
H -0.03445 3.90963 2.59968
H -0.07614 3.45052 0.89236
H 0.03950 5.15333 1.34669
C -0.10148 -6.62438 -0.77145
O 1.25207 -6.30726 -1.06179
C 1.56677 -5.00199 -1.13395
C 2.91867 -4.72685 -1.45907
C 3.30853 -3.43205 -1.58252
C 2.42495 -2.33655 -1.37454
C 2.90058 -0.99699 -1.57444
C 4.28029 -0.76254 -2.15082
O 2.26117 0.04116 -1.30641
C 1.06526 -2.62020 -0.99907
O 0.17813 -1.73093 -0.75179
C 0.67308 -3.98793 -0.91223
H -0.17343 -7.70677 -0.79720
H -0.77545 -6.19646 -1.51720
H -0.38895 -6.26412 0.21907
H 3.60374 -5.55231 -1.60441
H 4.34417 -3.23356 -1.82861
H 5.03833 -0.98494 -1.39404
H 4.36247 0.28567 -2.42658
H 4.46899 -1.38730 -3.02346
H -0.35954 -4.17593 -0.65050
S -0.44380 2.92615 -1.47845
C -0.38532 1.98527 -2.89136
N -0.10492 0.70291 -2.84485
C -0.01278 0.11879 -4.10034
C 0.29311 -1.21469 -4.35989
C 0.34405 -1.63929 -5.67654
C 0.08877 -0.75771 -6.72966
C -0.22455 0.56968 -6.47954
C -0.27261 0.99577 -5.15811
S -0.61722 2.58486 -4.51612
H 0.48184 -1.89404 -3.53334
H 0.58638 -2.67327 -5.89306
H 0.13797 -1.11239 -7.75177
H -0.42817 1.26017 -7.28862
```

Summary:
Energy: -99121.1325 eV
Energy relative to the best compared isomer or geometry (same formula, charge and spin): 8.07 kcal/mol
LUMO energy: 0.495 eV
Largest force on an atom: 0.0116 hartree/bohr

No. 2
# C40H57BrNOSi2Te4Zr

A molecular structure, C40H57BrNOSi2Te4Zr (ωB97M-V with the def2-TZVPD basis set, OMol25).

XYZ file:
```
107
C40H57BrNOSi2Te4Zr | OMol25 | ωB97M-V with the def2-TZVPD basis set
Zr -0.54746 -0.36621 -1.57805
Br -1.21910 1.22000 0.75107
C -1.59032 2.87450 -0.08599
C -1.64207 3.96829 0.71754
C -1.93667 5.21921 0.13204
C -2.20587 5.28507 -1.20281
C -2.22242 4.11545 -2.01119
C -2.70225 4.17848 -3.33861
C -2.96019 3.01309 -3.99055
C -2.60949 1.76678 -3.41152
C -1.93381 1.60408 -2.21357
C -1.86915 2.84507 -1.46889
H -1.45011 3.88225 1.77979
H -1.96678 6.10676 0.75121
H -2.45874 6.23371 -1.66641
H -2.92111 5.14301 -3.78260
H -3.41496 3.02402 -4.97428
H -2.92164 0.89198 -3.97145
Te 0.74758 -2.39734 -3.15621
Te 3.41977 -2.00123 -3.52142
Te 0.48192 -4.65385 -4.64672
Te -0.50881 -0.39527 -4.31491
C 1.53777 0.55479 -1.38620
Si 2.28406 1.37247 0.09259
C 2.24468 0.56773 1.81737
N 1.00933 0.15592 2.51248
C 0.52729 1.14182 3.46871
C 1.38348 1.24023 4.73523
C 1.82013 -0.16512 5.19571
C 0.89118 -1.22456 4.60041
C 1.00739 -1.20929 3.07105
C 1.78984 3.18627 0.23461
C 1.58376 3.93695 -0.93089
C 1.44340 5.32000 -0.88670
C 1.51062 5.99035 0.33007
C 1.70797 5.26718 1.49944
C 1.84366 3.88305 1.44675
C 4.18750 1.51114 -0.11010
C 4.94600 0.36760 -0.40842
C 6.33211 0.40465 -0.50982
C 7.01029 1.60167 -0.31475
C 6.28923 2.75362 -0.03276
C 4.89881 2.70681 0.06576
H 2.33171 -0.08446 -1.77546
H 1.42180 1.34395 -2.12788
H 2.81518 1.30016 2.41641
H 2.92032 -0.28719 1.73602
H -0.50035 0.88457 3.73487
H 0.46614 2.11085 2.97406
H 0.79898 1.74237 5.51167
H 2.26225 1.86553 4.55242
H 1.83703 -0.22338 6.28520
H 2.83846 -0.36824 4.85077
H -0.14001 -1.03421 4.91316
H 1.14931 -2.22450 4.95667
H 0.19979 -1.80953 2.63193
H 1.94686 -1.69489 2.81128
H 1.54479 3.43782 -1.89492
H 1.28685 5.87456 -1.80496
H 1.40656 7.06904 0.36540
H 1.76631 5.77942 2.45297
H 2.02822 3.34746 2.37118
H 4.44855 -0.57205 -0.60484
H 6.87874 -0.50032 -0.75657
H 8.09103 1.63718 -0.39405
H 6.80638 3.69592 0.10709
H 4.36591 3.62733 0.27984
C 2.51819 -4.00944 -0.02843
C 2.33298 -2.52141 0.15828
O 0.96802 -2.09192 -0.01104
H 3.58212 -4.24566 0.08724
H 2.22495 -4.32651 -1.03166
H 1.95269 -4.58551 0.71067
H 2.88854 -1.99042 -0.60357
H 2.69504 -2.21880 1.13979
H 0.39724 -2.61388 0.56250
C -2.39882 -2.17291 1.19564
Si -2.30084 -2.40931 -0.72473
C -2.19154 -4.34486 -0.80627
C -2.58253 -4.86347 -2.19496
C -3.05395 -5.06885 0.24457
C -0.75255 -4.77429 -0.51589
C -4.10674 -1.86560 -1.26338
C -4.38217 -0.47802 -0.66551
C -5.21540 -2.79243 -0.75145
C -4.24365 -1.77506 -2.78795
H -3.42753 -2.31879 1.54792
H -2.08102 -1.18964 1.54967
H -1.77749 -2.91302 1.71488
H -3.63760 -4.67548 -2.41288
H -2.42244 -5.95218 -2.24655
H -1.98697 -4.42457 -2.99807
H -4.12053 -4.98036 0.05566
H -2.86527 -4.72297 1.26452
H -2.80654 -6.14125 0.21509
H -0.04142 -4.36466 -1.22517
H -0.66822 -5.87033 -0.57844
H -0.44640 -4.49244 0.50145
H -4.32463 -0.48287 0.42728
H -5.39599 -0.15070 -0.94205
H -3.69176 0.27887 -1.03391
H -5.16320 -2.96344 0.32762
H -5.20617 -3.76204 -1.24927
H -6.18922 -2.32677 -0.96259
H -3.54150 -1.06376 -3.21623
H -5.25987 -1.44182 -3.05046
H -4.06553 -2.73189 -3.28153
```

Summary:
Energy: -162196.0118 eV
Net charge: -1
LUMO energy: 1.772 eV
Largest force on an atom: 0.0466 hartree/bohr

No. 3
# C40H57GeI2MgN2O2SbSeTe

A molecular structure, C40H57GeI2MgN2O2SbSeTe (ωB97M-V with the def2-TZVPD basis set, OMol25).

XYZ file:
```
108
C40H57GeI2MgN2O2SbSeTe | OMol25 | ωB97M-V with the def2-TZVPD basis set
Mg 0.82725 0.44168 -0.51380
I 2.90264 4.59343 1.84977
C 3.33385 3.64367 0.04033
C 4.29319 4.22145 -0.78139
C 4.57858 3.64716 -2.00239
I 6.04815 4.57633 -3.17618
C 3.90817 2.49532 -2.46501
C 4.12028 1.87369 -3.72561
C 3.33533 0.75925 -4.07159
C 2.41197 0.26698 -3.19205
N 2.20433 0.80410 -1.95508
C 2.93753 1.92734 -1.59667
C 2.64235 2.48057 -0.31644
O 1.74650 1.89591 0.46569
H 4.80768 5.11676 -0.46336
H 4.85378 2.27341 -4.40924
H 3.45732 0.27642 -5.03319
H 1.80100 -0.59228 -3.44342
Se 0.18658 -1.95548 -0.05237
C 6.67534 -0.76866 -1.89927
C 5.23334 -0.83343 -1.41522
C 5.07418 -1.65365 -0.13792
C 3.64078 -1.63930 0.39543
Ge 2.32746 -2.67827 -0.64055
C 2.52736 -4.62091 -0.30876
C 1.65544 -5.19828 0.80150
C 1.99031 -4.65740 2.18549
C 1.14775 -5.31082 3.27318
H 6.76040 -0.17279 -2.80909
H 7.06570 -1.76814 -2.11185
H 7.32117 -0.31472 -1.14321
H 4.59828 -1.24569 -2.20287
H 4.85834 0.17935 -1.23859
H 5.75015 -1.24550 0.62296
H 5.41015 -2.68354 -0.31690
H 3.28671 -0.60450 0.43872
H 3.58680 -2.03095 1.41534
H 2.56788 -2.49922 -2.15577
H 3.58638 -4.80517 -0.09404
H 2.31003 -5.11986 -1.25614
H 1.75020 -6.29136 0.81900
H 0.60334 -4.97903 0.58777
H 1.82131 -3.57602 2.19464
H 3.05477 -4.81535 2.39150
H 0.08825 -5.09431 3.11876
H 1.42320 -4.95544 4.26845
H 1.26716 -6.39741 3.26291
C -0.42819 2.34321 -3.11201
C -0.85026 2.68218 -1.71088
O -1.17165 3.85027 -1.40203
N -0.86935 1.69474 -0.79640
Te -1.19520 2.71352 0.88751
C -3.29908 3.10798 1.00322
C -3.67786 3.59029 2.26310
C -2.69444 3.78059 3.39135
C -5.01325 3.89888 2.50422
C -5.98190 3.73931 1.52906
C -7.42732 4.05449 1.80170
C -5.58192 3.26740 0.28754
C -4.25946 2.95037 -0.01034
C -3.97521 2.46965 -1.40710
C -1.27852 0.97159 2.12109
C -2.15381 -0.09760 1.88245
C -3.05766 -0.18552 0.68605
C -2.17536 -1.15158 2.78950
C -1.35770 -1.18107 3.90615
C -1.36102 -2.36015 4.83678
C -0.49928 -0.11300 4.12050
C -0.44309 0.96863 3.25132
C 0.52367 2.08055 3.54820
H -0.99928 2.95222 -3.81053
H -0.56481 1.28437 -3.32482
H 0.63163 2.58079 -3.22532
H -1.88162 4.45665 3.11345
H -2.25335 2.83081 3.70361
H -3.19500 4.21028 4.25775
H -5.29511 4.26933 3.48404
H -7.55054 4.52826 2.77512
H -8.03158 3.14516 1.79082
H -7.83226 4.72497 1.04226
H -6.32594 3.13641 -0.49157
H -3.33083 1.59419 -1.42666
H -3.48098 3.25400 -1.97877
H -4.91107 2.21718 -1.90498
H -2.50168 0.00285 -0.23233
H -3.87593 0.53468 0.74960
H -3.48699 -1.18463 0.61831
H -2.83707 -1.98810 2.59225
H -2.30243 -2.90711 4.78012
H -1.20020 -2.05032 5.87011
H -0.55988 -3.05043 4.56855
H 0.15279 -0.11767 4.98757
H 1.03354 1.89938 4.49387
H 0.03204 3.05425 3.61992
H 1.27354 2.15065 2.75934
C -2.98752 -3.27778 -1.74122
Sb -2.10645 -1.78202 -3.00815
C -0.53232 -3.01515 -3.78683
C -3.43384 -2.25222 -4.65867
H -3.00969 -4.23414 -2.26530
H -4.00811 -2.98422 -1.49085
H -2.39871 -3.36989 -0.83022
H -0.18837 -2.60157 -4.73561
H -0.90131 -4.02870 -3.94849
H 0.29824 -3.03193 -3.08368
H -4.44686 -1.91410 -4.43728
H -3.44887 -3.32858 -4.83589
H -3.09396 -1.74796 -5.56400
```

Summary:
Energy: -206825.0517 eV
Multiplicity: 2
Energy relative to the best compared isomer or geometry (same formula, charge and spin): 0.00 kcal/mol
Net charge: -1
LUMO energy (spin up / spin down): 1.972 / 1.971 eV
Largest force on an atom: 0.0023 hartree/bohr

Look up the largest force on an atom of the third one.
0.0023 hartree/bohr

What is the largest force on an atom in the third record?
0.0023 hartree/bohr

Which formula does entry 1 have?
C40H57BInN3O3P2S2

Which formula does entry 1 have?
C40H57BInN3O3P2S2